Here is a single C18H22FN5O3 molecule from the OMol25 dataset. Energies are from ωB97M-V/def2-TZVPD.

Each line ends with the Löwdin charge.
Positions of all 49 atoms, in Å:
C 0.667 3.086 2.566  -0.01
C 1.835 3.957 2.348  -0.27
N 1.865 5.239 2.578  0.12
O 3.085 5.681 2.225  -0.08
N 3.846 4.679 1.764  0.12
C 3.125 3.595 1.826  -0.23
C 3.622 2.256 1.415  -0.08
N 2.843 1.696 0.325  -0.08
C 2.869 2.426 -0.924  -0.03
C 2.088 0.605 0.571  -0.46
O 2.025 0.102 1.682  0.04
C 1.322 -0.023 -0.579  -0.02
C -0.204 0.031 -0.261  -0.20
C -0.725 1.331 -0.856  -0.43
O -0.360 2.414 -0.432  0.04
N -1.532 1.242 -1.925  0.10
C -2.082 0.026 -2.479  -0.15
C -1.175 -1.144 -2.119  -0.15
N -0.977 -1.108 -0.688  -0.14
C -0.580 -2.380 -0.111  -0.12
C -1.766 -3.307 -0.068  -0.15
C -3.000 -2.857 0.385  -0.03
C -4.096 -3.699 0.427  -0.08
C -3.979 -5.017 0.016  -0.08
C -2.763 -5.491 -0.441  -0.01
C -1.681 -4.631 -0.478  -0.23
F -0.499 -5.105 -0.940  0.06
H -0.032 3.561 3.247  0.09
H 0.984 2.121 2.956  0.08
H 0.173 2.918 1.607  0.06
H 4.671 2.342 1.116  0.14
H 3.535 1.558 2.255  0.13
H 3.306 1.826 -1.727  0.09
H 3.484 3.313 -0.790  0.09
H 1.864 2.746 -1.204  0.08
H 1.537 0.439 -1.539  0.11
H 1.627 -1.071 -0.610  0.13
H -0.302 0.100 0.830  0.16
H -1.884 2.121 -2.279  0.15
H -3.083 -0.155 -2.066  0.12
H -2.165 0.135 -3.563  0.12
H -0.228 -1.078 -2.680  0.13
H -1.668 -2.081 -2.386  0.13
H -0.234 -2.195 0.910  0.15
H 0.240 -2.860 -0.666  0.13
H -3.083 -1.828 0.700  0.12
H -5.045 -3.329 0.784  0.10
H -4.832 -5.677 0.051  0.10
H -2.639 -6.511 -0.770  0.12

Values from the calculation:
**ΔE to the lowest compared entry with this formula, charge and spin**: 269.75 kJ/mol
**SMILES string**: Cc1nonc1CN(C)C(=O)C[C@H]1C(=O)NCCN1Cc1ccccc1F
**DFT total energy**: -1298.4455 Eh

Here is a single C18H22FN5O3S molecule at a distorted geometry from the OMol25 dataset. Energies are from ωB97M-V/def2-TZVPD.

Each line ends with the Löwdin charge.
Positions of all 50 atoms, in Å:
C 3.292 3.608 0.086  -0.06
C 1.979 2.946 -0.322  -0.19
N 1.804 1.684 0.347  0.00
C 1.073 1.376 1.460  -0.31
C 0.196 2.331 2.179  -0.01
C -1.025 2.609 1.294  -0.46
O -1.271 3.710 0.857  0.08
N -1.738 1.481 1.052  0.16
C -2.850 1.325 0.224  -0.14
C -3.430 2.356 -0.509  0.00
C -4.528 2.107 -1.314  -0.08
C -5.070 0.836 -1.407  -0.09
C -4.510 -0.204 -0.683  -0.01
C -3.419 0.054 0.117  -0.20
F -2.873 -0.960 0.838  0.06
N 1.170 0.103 1.724  0.08
N 1.983 -0.458 0.811  0.03
C 2.349 0.490 -0.012  -0.62
S 3.297 0.258 -1.445  1.00
C 2.925 -1.511 -1.618  -0.35
C 1.409 -1.687 -1.515  -0.55
O 0.656 -0.802 -1.875  0.02
N 0.961 -2.865 -1.041  -0.05
C 1.741 -3.966 -0.518  -0.12
C 1.622 -3.966 1.014  -0.19
O 0.274 -4.104 1.393  -0.13
C -0.493 -3.027 0.894  -0.18
C -0.432 -2.972 -0.637  -0.10
H 3.398 4.557 -0.430  0.08
H 4.132 2.969 -0.180  0.07
H 3.315 3.788 1.159  0.08
H 1.129 3.587 -0.080  0.12
H 1.980 2.749 -1.399  0.12
H 0.707 3.275 2.375  0.13
H -0.114 1.879 3.121  0.13
H -1.391 0.622 1.464  0.14
H -3.013 3.346 -0.441  0.10
H -4.963 2.919 -1.875  0.10
H -5.925 0.650 -2.038  0.10
H -4.906 -1.205 -0.729  0.12
H 3.468 -2.025 -0.829  0.07
H 3.289 -1.811 -2.600  0.09
H 1.303 -4.893 -0.907  0.13
H 2.779 -3.915 -0.836  0.11
H 2.031 -3.023 1.406  0.11
H 2.155 -4.816 1.445  0.13
H -0.112 -2.082 1.303  0.10
H -1.515 -3.190 1.233  0.12
H -0.855 -3.886 -1.066  0.13
H -0.970 -2.103 -1.014  0.12

Values from the calculation:
**ΔE to the lowest compared entry with this formula, charge and spin**: 0.00 kJ/mol
**SMILES string**: CCn1c(CC(=O)Nc2ccccc2F)nnc1SCC(=O)N1CCOCC1
**DFT total energy**: -1696.6969 Eh

Here is a single C18H22N2O2S molecule from the OMol25 dataset. Energies are from ωB97M-V/def2-TZVPD.

Each line ends with the Löwdin charge.
Positions of all 45 atoms, in Å:
C -0.093 -5.144 0.481  -0.09
O -0.972 -4.717 1.493  -0.08
C -1.447 -3.443 1.441  -0.27
C -2.334 -3.093 2.483  0.01
C -2.881 -1.846 2.546  0.00
C -2.575 -0.875 1.569  -0.23
N -3.139 0.343 1.669  0.15
C -2.866 1.244 0.764  -0.33
C -3.513 2.586 0.896  -0.03
C -1.997 1.005 -0.323  -0.02
C -1.403 -0.222 -0.445  -0.42
S -0.291 -0.654 -1.755  1.00
C -0.136 0.861 -2.757  -0.34
C 0.531 2.031 -2.049  -0.52
O -0.096 3.066 -1.888  0.04
N 1.806 1.891 -1.649  -0.06
C 2.640 0.717 -1.758  -0.17
C 2.929 0.148 -0.367  -0.18
C 3.583 1.217 0.505  -0.20
C 2.700 2.461 0.546  -0.17
C 2.423 2.951 -0.874  -0.14
C -1.684 -1.227 0.521  -0.17
C -1.129 -2.517 0.476  0.00
H -0.563 -5.095 -0.506  0.10
H 0.827 -4.550 0.473  0.10
H 0.147 -6.179 0.716  0.09
H -2.561 -3.846 3.221  0.12
H -3.560 -1.568 3.336  0.11
H -4.034 2.649 1.846  0.08
H -2.765 3.374 0.830  0.08
H -4.227 2.735 0.087  0.08
H -1.819 1.811 -1.015  0.09
H 0.436 0.552 -3.634  0.09
H -1.132 1.170 -3.075  0.09
H 2.169 -0.040 -2.382  0.08
H 3.583 1.016 -2.231  0.13
H 1.990 -0.175 0.087  0.10
H 3.580 -0.722 -0.461  0.11
H 3.738 0.833 1.515  0.11
H 4.560 1.477 0.090  0.11
H 3.184 3.256 1.116  0.11
H 1.751 2.222 1.031  0.12
H 1.740 3.802 -0.870  0.12
H 3.359 3.244 -1.362  0.13
H -0.457 -2.749 -0.336  0.06

Values from the calculation:
**ΔE to the lowest compared entry with this formula, charge and spin**: 38.20 kJ/mol
**SMILES string**: COc1ccc2nc(C)cc(SCC(=O)N3CCCCC3)c2c1
**DFT total energy**: -1357.3146 Eh

Here is a single C18H22N2O3S2 molecule from the OMol25 dataset. Energies are from ωB97M-V/def2-TZVPD.

Each line ends with the Löwdin charge.
Positions of all 47 atoms, in Å:
O -4.574 -1.678 1.093  0.07
C -4.334 -0.522 0.806  -0.45
N -3.150 0.072 1.115  0.07
C -2.069 -0.673 1.716  -0.18
C -0.963 -0.937 0.744  -0.49
C -1.078 -1.304 -0.565  -0.10
C 0.171 -1.474 -1.200  -0.13
C 1.215 -1.233 -0.364  -0.60
S 2.943 -1.339 -0.726  0.60
O 3.567 -2.107 0.312  -0.28
O 3.084 -1.746 -2.091  -0.28
N 3.380 0.262 -0.633  -0.09
C 3.999 0.727 0.596  -0.38
C 3.791 2.236 0.750  -0.15
C 4.633 3.025 -0.250  -0.20
C 6.110 2.663 -0.116  -0.21
C 6.315 1.165 -0.323  -0.19
C 5.486 0.369 0.682  -0.15
S 0.701 -0.790 1.213  1.09
C -5.315 0.352 0.102  -0.14
C -6.225 -0.260 -0.757  -0.02
C -7.166 0.495 -1.432  -0.07
C -7.217 1.866 -1.244  -0.08
C -6.330 2.478 -0.374  -0.08
C -5.380 1.728 0.296  -0.04
H -2.934 0.979 0.734  0.14
H -2.512 -1.619 2.050  0.13
H -1.678 -0.137 2.586  0.12
H -2.023 -1.461 -1.052  0.12
H 0.311 -1.769 -2.223  0.12
H 3.868 0.542 -1.469  0.10
H 3.463 0.201 1.394  0.12
H 2.733 2.468 0.614  0.11
H 4.075 2.518 1.765  0.12
H 4.496 4.094 -0.074  0.11
H 4.293 2.811 -1.265  0.11
H 6.697 3.224 -0.845  0.11
H 6.460 2.939 0.881  0.11
H 6.030 0.892 -1.343  0.11
H 7.370 0.913 -0.202  0.11
H 5.595 -0.702 0.511  0.11
H 5.835 0.590 1.693  0.12
H -6.177 -1.331 -0.879  0.12
H -7.863 0.013 -2.101  0.10
H -7.954 2.457 -1.766  0.10
H -6.381 3.545 -0.213  0.10
H -4.713 2.215 0.994  0.11

Values from the calculation:
**ΔE to the lowest compared entry with this formula, charge and spin**: 29.76 kJ/mol
**SMILES string**: O=C(NCc1ccc(S(=O)(=O)NC2CCCCC2)s1)c1ccccc1
**DFT total energy**: -1830.7290 Eh

Here is a molecular structure, C18H22N2O6S2 at a distorted geometry from the OMol25 dataset. Energies are from ωB97M-V/def2-TZVPD.

Each line ends with the Löwdin charge.
Positions of all 50 atoms, in Å:
C -6.658 -2.142 0.340  -0.06
C -5.204 -2.764 -0.105  -0.28
H -5.346 -3.641 -0.596  0.09
H -4.681 -2.922 0.765  0.08
O -4.639 -2.180 -1.236  -0.06
C -4.110 -0.933 -0.706  -0.08
C -4.009 -0.460 0.701  0.08
C -3.276 0.884 0.614  -0.04
C -2.779 1.573 -0.433  -0.28
C -2.813 1.012 -1.635  -0.21
C -3.569 0.065 -1.817  -0.03
H -3.732 -0.447 -2.928  0.18
H -2.420 1.446 -2.558  0.15
S -1.888 3.188 -0.010  0.52
O -2.727 3.901 0.679  -0.16
O -1.494 3.604 -1.155  -0.16
N -0.571 2.495 1.002  0.00
C 0.584 2.189 0.553  -0.32
C 1.891 2.600 1.138  -0.04
C 2.978 2.092 0.856  -0.04
C 3.027 1.345 -0.545  -0.17
C 1.813 1.203 -1.040  -0.17
C 0.698 1.659 -0.678  -0.10
H -0.254 1.419 -1.132  0.11
H 2.019 0.760 -2.379  0.23
S 4.739 0.760 -1.041  0.62
O 5.697 1.366 -0.460  -0.19
O 4.623 0.735 -2.484  -0.29
N 4.780 -0.823 -0.285  -0.27
C 5.181 -0.959 1.083  -0.11
H 5.612 0.125 1.289  0.17
C 3.845 -1.266 1.680  -0.20
H 4.153 -1.461 2.858  0.17
O 3.191 -2.495 1.249  -0.11
C 2.818 -2.228 -0.074  -0.17
C 4.126 -1.672 -0.904  -0.31
H 3.835 -1.592 -2.130  0.20
H 4.721 -2.746 -0.704  0.17
H 2.344 -3.039 -0.383  0.06
H 2.023 -1.197 -0.053  0.17
H 3.278 -0.451 1.960  0.08
H 5.729 -1.663 1.376  0.05
H 3.823 2.204 1.306  0.05
H 1.676 2.904 2.156  0.12
H -0.692 3.269 1.722  0.15
H -2.998 1.216 1.713  0.14
H -4.244 -0.962 1.429  -0.01
H -7.091 -2.930 1.004  0.06
H -7.290 -1.957 -0.744  0.14
H -6.720 -1.088 0.742  0.06

Values from the calculation:
**ΔE to the lowest compared entry with this formula, charge and spin**: 2196.96 kJ/mol
**DFT total energy**: -2055.6855 Eh